(1)
Below is one molecule with the formula C25H29ClN4O5, with properties calculated with the ωB97M-V functional and the def2-TZVPD basis.

Structure (XYZ):
```
64
Properties=species:S:1:pos:R:3:mulliken_charge:R:1
Cl -7.817 1.204 1.076 -0.2464
O -3.468 -2.477 -0.286 -0.4247
O -0.998 0.441 1.590 -0.6462
O -2.464 -0.806 -2.124 -0.7061
O -1.784 2.267 -0.754 -0.3364
O 3.029 -0.996 3.043 -0.6509
N 1.017 -0.321 2.274 -0.0004
N 1.896 -1.890 -1.357 -0.1680
N -0.486 -0.542 -1.078 1.0431
N 2.485 -1.465 0.880 0.0885
C 1.573 -1.372 -0.138 -0.3480
C -0.090 0.538 -1.994 -1.4357
C 5.882 1.123 -0.283 -1.6015
C -6.771 -1.064 0.045 -0.5669
C 1.793 1.927 -1.070 -0.3711
C 2.234 -0.921 2.137 0.4085
C -5.723 -1.902 -0.268 -0.6062
C -5.210 0.514 0.968 -1.0175
C 4.953 0.234 0.533 0.1419
C 0.006 3.554 0.277 -0.4432
C -2.756 2.999 -0.050 -1.1718
C -0.478 2.534 -0.537 0.5246
C 2.269 2.953 -0.271 -0.6509
C -4.154 -0.322 0.644 0.1937
C 0.366 -0.735 0.042 -0.0879
C -1.728 -1.080 -1.204 0.3894
C 3.813 -2.024 0.671 -1.8022
C -1.346 -3.455 -0.459 -1.4934
C -2.101 -2.156 -0.169 0.7010
C 1.370 3.753 0.408 -0.9595
C 0.435 1.706 -1.211 0.8562
C 0.029 -0.142 1.306 0.0184
C -6.507 0.145 0.669 0.2670
C 4.709 -1.104 -0.161 -0.3348
C -4.406 -1.543 0.028 0.1637
H 6.843 0.636 -0.435 0.4377
H 1.121 -1.990 -1.993 0.3461
H 4.243 -2.142 1.669 0.6100
H -5.018 1.454 1.462 0.5051
H -1.875 -1.808 0.848 0.3627
H 2.619 -2.585 -1.421 0.2533
H -3.152 0.000 0.878 0.5661
H 3.729 -3.017 0.217 0.3971
H -5.899 -2.850 -0.750 0.4366
H 1.728 4.547 1.046 0.4031
H -7.786 -1.344 -0.191 0.4187
H 6.055 2.065 0.231 0.4034
H -0.673 4.192 0.819 0.4580
H 5.386 0.055 1.519 0.4171
H 4.000 0.747 0.680 -0.1175
H -0.990 0.809 -2.550 0.5784
H -1.485 -3.732 -1.501 0.3779
H -3.713 2.600 -0.382 0.3624
H 2.485 1.286 -1.598 0.3669
H 4.262 -0.923 -1.141 0.3063
H 5.449 1.339 -1.258 0.3097
H 0.677 0.173 -2.686 0.4485
H -1.758 -4.246 0.163 0.4655
H 0.829 0.084 3.185 0.3284
H 3.331 3.121 -0.175 0.4366
H 5.662 -1.613 -0.315 0.5148
H -2.704 4.068 -0.284 0.4276
H -0.288 -3.348 -0.241 0.0695
H -2.650 2.850 1.029 0.3840
```

Calculated values
Net charge: 0
Kohn-Sham gap in hartree: 0.307
SMILES string: CCCCn1c(N)c(N(Cc2ccccc2OC)C(=O)[C@H](C)Oc2ccc(Cl)cc2)c(=O)[nH]c1=O
Highest occupied orbital energy in eV: -8.1
ΔE to the lowest compared entry with this formula, charge and spin in kcal per mole: 0.0

***

(2)
Below is a 2-piece molecular cluster, C2H7ClNS overall in a non-equilibrium geometry, with properties calculated with the ωB97M-V functional and the def2-TZVPD basis.

Structure (XYZ):
```
12
Properties=species:S:1:pos:R:3:mulliken_charge:R:1
Cl -3.197 0.392 -0.041 -0.1642
S 2.974 0.641 0.119 -0.3843
N -0.420 0.933 -0.048 -0.1411
C -1.871 -0.907 -0.256 -0.5298
C -0.505 -0.338 -0.165 0.2718
H -1.751 -1.574 0.608 0.2963
H 0.356 -0.886 -0.083 0.3763
H 3.180 -0.344 1.025 0.1856
H 0.345 1.573 0.210 0.2406
H -2.201 -1.567 -0.968 0.4385
H 4.318 0.535 -0.169 0.2155
H -1.228 1.541 -0.233 0.1948
```

Calculated values
Net charge: +1
Kohn-Sham gap in hartree: 0.309
Highest occupied orbital energy in eV: -13.6
ΔE to the lowest compared entry with this formula, charge and spin in kcal per mole: 16.8

***

(3)
Below is one molecule with the formula C4H9NO, with properties calculated with the ωB97M-V functional and the def2-TZVPD basis.

Structure (XYZ):
```
15
Properties=species:S:1:pos:R:3:mulliken_charge:R:1
O 0.924 -1.148 -0.969 -0.5988
N 0.506 -0.086 1.436 -0.6271
C 0.345 1.177 -1.445 -1.3233
C -0.569 -1.074 1.521 -0.3031
C -0.604 -0.016 0.489 -0.1543
C -0.117 -0.198 -0.943 0.1594
H -0.913 -0.590 -1.588 0.3307
H -1.342 0.775 0.627 0.3866
H -1.269 -0.986 2.350 0.2792
H 0.869 1.718 -0.648 0.3088
H 1.446 -0.953 -0.167 0.4044
H 1.036 1.059 -2.281 0.3482
H -0.278 -2.089 1.264 0.2034
H -0.494 1.800 -1.772 0.3402
H 0.457 0.618 2.163 0.2457
```

Calculated values
Net charge: 0
Kohn-Sham gap in hartree: 0.396
SMILES string: C[C@@H](O)[C@H]1CN1
Highest occupied orbital energy in eV: -9.8
ΔE to the lowest compared entry with this formula, charge and spin in kcal per mole: 43.7

***

(4)
Below is a 4-piece molecular cluster, C48H26ClF7O10 overall in a non-equilibrium geometry, with properties calculated with the ωB97M-V functional and the def2-TZVPD basis.

Structure (XYZ):
```
92
Properties=species:S:1:pos:R:3:mulliken_charge:R:1
Cl -2.019 4.380 1.300 -0.1033
F 2.552 1.782 4.024 -0.2742
F -0.523 0.290 2.901 -0.2425
F 3.006 0.608 1.361 -0.1793
F 1.930 -0.937 2.978 -0.2010
F 0.065 1.817 1.174 -0.1578
F 0.296 1.775 4.757 -0.2950
F 1.038 -0.774 0.760 -0.2225
O 2.613 -5.820 7.964 -0.6779
O 1.589 5.593 2.030 -0.3528
O -0.588 -5.635 3.695 -0.7025
O 0.931 3.546 3.326 -0.1870
O -4.099 2.007 -1.244 -0.7111
O 2.761 2.863 -7.562 -0.6869
O 2.822 3.571 1.667 -0.4566
O -1.382 7.009 0.842 -0.4825
O 1.482 4.587 -2.673 -0.6844
O -3.249 -2.730 -3.556 -0.6805
C -0.042 -3.215 4.984 -0.8506
C 3.499 1.245 -5.407 -0.6477
C -3.296 -1.488 -1.564 0.3279
C 1.641 -9.429 6.071 -0.4495
C -3.471 -1.651 -3.021 0.6062
C -2.924 -1.193 1.191 -0.4230
C 3.589 0.981 -3.006 -0.6149
C 1.314 4.926 -4.991 0.2295
C 2.441 3.244 -6.442 0.5571
C 1.282 -4.497 6.553 0.4159
C 1.751 4.178 -3.796 0.4202
C 0.642 -6.973 5.181 0.1669
C 1.665 4.487 -6.267 0.2669
C 2.003 -8.249 6.723 -0.5462
C -2.921 -2.588 -0.783 -0.7950
C 0.814 5.556 0.760 0.1158
C 1.732 0.027 1.837 0.5041
C -4.591 0.428 -5.961 -0.4721
C 0.246 -2.048 5.693 -0.4214
C 0.544 6.087 -4.840 -0.5279
C -4.173 0.732 -3.215 0.2303
C 0.123 -5.681 4.690 0.4689
C 3.877 0.505 -4.285 -0.4789
C 2.906 2.188 -2.847 -0.6151
C -4.862 1.650 -5.347 -0.4911
C -2.740 -2.439 0.594 -0.5028
C 1.268 5.220 -7.393 -0.5915
C 0.506 6.379 -7.239 -0.4488
C 1.837 4.147 2.354 0.6240
C -3.925 -0.497 -3.824 0.2007
C 1.494 -7.020 6.283 0.1400
C -3.933 0.912 -1.769 0.5813
C -3.302 -0.096 0.416 -0.6227
C 2.511 2.923 -3.972 0.1474
C 1.854 -5.782 7.002 0.6301
C -4.649 1.806 -3.977 -0.5634
C 1.040 -2.104 6.838 -0.5812
C 0.137 6.808 -5.964 -0.5569
C 0.619 1.120 2.359 0.5391
C 1.563 -3.326 7.266 -0.6492
C 2.821 2.459 -5.250 0.4976
C 0.276 -8.159 4.531 -0.5021
C 1.154 2.118 3.558 0.7163
C -0.800 5.783 0.954 0.3727
C 0.468 -4.444 5.422 0.2662
C -3.498 -0.246 -0.963 0.1993
C 0.773 -9.385 4.980 -0.4744
C -4.123 -0.647 -5.203 -0.5607
H 2.034 -10.382 6.416 0.3915
H 1.246 6.428 0.081 0.2756
H -3.919 -1.600 -5.688 0.4568
H -2.455 -3.297 1.200 0.5341
H 4.398 -0.442 -4.410 0.3884
H -0.154 -1.095 5.355 0.4620
H -0.667 -3.164 4.094 0.7358
H -2.773 -3.565 -1.241 0.4594
H -4.858 2.765 -3.506 0.4744
H 2.677 -8.291 7.577 0.4506
H 0.950 4.567 0.148 0.0662
H -2.776 -1.075 2.263 0.4551
H -4.748 0.309 -7.031 0.3962
H -5.239 2.484 -5.936 0.4043
H 3.891 0.409 -2.132 0.4391
H 1.254 -1.197 7.398 0.4130
H 0.195 6.945 -8.115 0.3898
H 2.680 2.550 -1.846 0.7177
H -0.465 7.706 -5.845 0.4007
H 2.186 -3.361 8.158 0.4502
H 3.732 0.869 -6.402 0.4541
H 0.255 6.430 -3.848 0.4777
H 1.548 4.889 -8.392 0.4541
H -3.448 0.874 0.890 0.4740
H 0.484 -10.305 4.477 0.3913
H -0.398 -8.134 3.677 0.4488
```

Calculated values
Net charge: 0
Kohn-Sham gap in hartree: 0.312
SMILES string: O=C(Cl)COC(=O)OC(F)(F)C(F)(F)C(F)(F)F.O=C1c2ccccc2C(=O)c2ccccc21.O=C1c2ccccc2C(=O)c2ccccc21.O=C1c2ccccc2C(=O)c2ccccc21
Highest occupied orbital energy in eV: -9.7

***

(5)
Below is a 2-piece molecular cluster, C5H8N overall in a non-equilibrium geometry, with properties calculated with the ωB97M-V functional and the def2-TZVPD basis.

Structure (XYZ):
```
14
Properties=species:S:1:pos:R:3:mulliken_charge:R:1
N 1.935 0.792 0.689 0.1417
C 3.177 0.555 1.152 -0.5914
C -2.068 -0.240 0.379 -1.0921
C -2.268 -0.803 -0.796 0.5416
C 0.919 1.141 0.296 0.0422
C -2.589 -1.133 -1.987 -0.6333
H -2.933 0.363 0.688 0.2360
H 3.203 -0.527 1.397 0.3005
H -1.192 -0.400 1.013 0.5161
H 3.351 0.986 2.080 0.3424
H -0.093 0.950 -0.126 0.3813
H 3.813 1.054 0.429 0.3270
H -2.167 -0.707 -2.959 0.2181
H -3.089 -2.030 -2.256 0.2701
```

Calculated values
Net charge: +1
Kohn-Sham gap in hartree: 0.303
Highest occupied orbital energy in eV: -13.3
ΔE to the lowest compared entry with this formula, charge and spin in kcal per mole: 109.7

***

(6)
Below is one molecule with the formula CH3OPS in a non-equilibrium geometry, with properties calculated with the ωB97M-V functional and the def2-TZVPD basis.

Structure (XYZ):
```
7
Properties=species:S:1:pos:R:3:mulliken_charge:R:1
S 0.908 -0.101 0.198 -0.1092
P -1.538 -0.519 -0.539 0.2242
O -2.035 0.451 0.629 -0.3904
C 2.367 -0.737 -0.242 -0.2934
H -1.500 0.463 -1.501 0.0645
H -1.279 0.538 1.281 0.3295
H 3.077 -0.095 0.175 0.1748
```

Calculated values
Net charge: 0
Kohn-Sham gap in hartree: 0.265
SMILES string: C#S#[PH]O
Highest occupied orbital energy in eV: -8.2
ΔE to the lowest compared entry with this formula, charge and spin in kcal per mole: 86.8

***

Number 4 is which compound?
C48H26ClF7O10